1.
Below is C3H5NO3 as an isolated structure at a distorted geometry, with properties calculated with the ωB97M-V functional and the def2-TZVPD basis.

The geometry in XYZ format:
```
12
C3H5NO3 (the ωB97M-V functional and the def2-TZVPD basis)
O -2.42 -0.69 0.65
C 1.93 -0.11 -0.67
C 0.89 0.36 0.30
O 2.00 -1.13 -1.29
H -0.31 -1.21 -0.46
H 0.60 -0.19 1.19
O -1.81 1.41 0.33
H -2.03 -0.56 1.53
H 2.64 0.69 -1.05
N -0.57 -0.28 -0.76
C -1.55 0.29 0.01
H 0.64 1.41 0.22
```

Results
HOMO energy (Ha): -0.3920
Max |F| (eV/A): 4.61
Total charge: 0
Energy relative to the best compared isomer or geometry (same formula, charge and spin) (kcal per mole): 90.6
Frontier orbital gap (eV): 9.795

Atom charges from the Mulliken analysis, given in e for atoms 1 to 4: O -0.473; C 0.137; C -0.510; O -0.419

---

2.
Below is a 2-piece molecular cluster, C3H6N4 overall at a distorted geometry, with properties calculated with the ωB97M-V functional and the def2-TZVPD basis.

The geometry in XYZ format:
```
13
C3H6N4 (the ωB97M-V functional and the def2-TZVPD basis)
H -1.58 -0.85 2.25
N 1.02 1.83 -0.56
N 1.57 -0.37 -0.20
H 0.45 2.44 0.02
H 0.52 1.43 -1.32
H 2.82 -1.86 -0.52
N -2.47 0.05 -0.77
H -2.00 0.83 -1.33
N 1.82 -1.57 -0.26
C -1.37 -0.95 1.25
C -1.88 -0.30 0.29
H -0.46 -1.43 1.08
C 1.56 0.77 0.07
```

Results
HOMO energy (Ha): -0.3253
Max |F| (eV/A): 5.79
Total charge: 0
Energy relative to the best compared isomer or geometry (same formula, charge and spin) (kcal per mole): 127.4
Frontier orbital gap (eV): 9.038

Atom charges from the Mulliken analysis, given in e for atoms 1 to 4: H 0.267; N -0.454; N 0.543; H 0.291

---

3.
Below is C34H41GeN4O2SSeSiTa as an isolated structure, with properties calculated with the ωB97M-V functional and the def2-TZVPD basis.

The geometry in XYZ format:
```
86
C34H41GeN4O2SSeSiTa (the ωB97M-V functional and the def2-TZVPD basis)
H 0.45 1.70 -0.86
C -4.07 0.61 -0.20
Ge 0.82 2.48 2.11
C -1.99 1.20 5.04
H -3.05 -6.52 -3.63
C 0.75 1.07 4.65
Se 1.22 -2.45 -2.87
C -1.42 1.74 3.89
C -1.19 0.59 5.99
C -2.29 -7.26 -3.92
H 5.09 -1.21 -1.12
C 1.95 4.48 3.90
C 2.05 5.04 1.57
C -0.04 1.68 3.67
H 4.30 -2.96 -4.22
H 2.87 -0.88 1.86
H -4.22 -1.71 -3.78
H -1.63 0.17 6.88
H 3.72 1.17 -2.90
H -4.92 1.27 -0.11
H -0.81 -5.80 -4.51
C -1.31 2.66 -1.58
C 2.21 1.18 1.53
H -3.09 3.77 -2.04
H 2.21 0.87 -2.03
H 3.56 -1.47 -0.31
N -1.80 -3.01 -2.08
C -0.49 2.85 0.70
H 2.46 1.34 0.48
H 1.45 -0.48 2.77
C -1.97 -0.21 0.57
H -4.79 -0.37 -1.98
C -0.90 -6.66 -3.85
C -3.92 -2.60 -3.23
C -2.49 4.04 0.00
H 2.97 6.92 1.09
C -1.55 3.72 0.97
H -0.09 -6.85 -1.88
H -2.38 -8.12 -3.26
C -2.84 -2.27 -2.27
H -4.79 -2.98 -2.69
C 2.59 5.67 4.22
H 1.83 4.82 0.53
H 2.80 5.92 5.25
O 0.87 -0.55 -0.36
N -1.62 -4.20 -2.73
H 2.26 0.76 -3.80
C 1.94 -0.30 1.81
C -2.38 3.50 -1.28
H 1.66 3.81 4.70
H -1.19 2.28 -2.59
H -2.50 -7.58 -4.94
C 2.82 0.56 -2.88
Si 3.31 -1.22 -2.77
C -0.38 2.34 -0.60
H -1.17 -0.19 1.29
H -3.58 -3.37 -3.92
C 2.69 6.23 1.88
H 0.82 0.07 6.55
H 5.12 -1.40 -4.38
C 1.68 4.15 2.58
S -0.39 -4.69 -0.31
C 4.14 -1.88 -4.28
C -4.00 -0.30 -1.25
Ta -0.13 -2.41 -0.90
H -0.14 -7.38 -4.14
H 3.46 7.48 3.45
H -3.29 4.73 0.23
H 3.10 1.47 2.09
H -3.06 1.27 5.20
H -3.09 1.28 1.59
H 1.83 1.04 4.54
H 4.34 -2.80 -1.18
C -3.06 0.62 0.74
N -1.88 -1.08 -0.45
C 4.13 -1.73 -1.20
H -1.63 4.19 1.95
N -0.55 -6.21 -2.50
C 1.12 -1.00 0.80
H 3.58 -1.67 -5.19
O 0.60 -2.17 1.02
C -2.91 -1.14 -1.33
C 2.96 6.55 3.21
C 0.19 0.53 5.80
C -0.92 -5.04 -2.00
H -2.06 2.26 3.19
```

Results
HOMO energy (Ha): -0.4760
Max |F| (eV/A): 0.54
Total charge: +2
Energy relative to the best compared isomer or geometry (same formula, charge and spin) (kcal per mole): 1.9
Frontier orbital gap (eV): 5.483

Atom charges from the Mulliken analysis, given in e for atoms 1 to 4: H -0.102; C -0.947; Ge 1.902; C -0.637

---

4.
Below is C5H8IN as an isolated structure at a distorted geometry, with properties calculated with the ωB97M-V functional and the def2-TZVPD basis.

The geometry in XYZ format:
```
15
C5H8IN (the ωB97M-V functional and the def2-TZVPD basis)
C 1.88 -1.75 -0.85
H 2.31 -2.57 -1.26
H 0.09 -1.60 1.39
H -2.24 2.17 -0.24
H 2.66 -1.22 -0.33
C -0.10 -0.55 1.29
C 0.64 -1.35 -1.12
N -0.64 1.07 -0.51
H -1.99 0.93 0.91
C -1.56 1.78 0.43
H -0.10 -1.91 -1.69
I 0.51 2.44 -1.49
C -0.10 -0.01 0.10
H -1.11 2.49 1.15
H -0.25 0.08 2.21
```

Results
HOMO energy (Ha): -0.3085
Max |F| (eV/A): 6.89
Total charge: 0
Energy relative to the best compared isomer or geometry (same formula, charge and spin) (kcal per mole): 80.6
Frontier orbital gap (eV): 8.151

Atom charges from the Mulliken analysis, given in e for atoms 1 to 4: C -0.607; H 0.345; H 0.328; H 0.441

---

5.
Below is the molecule C18H15FN4O3, with properties calculated with the ωB97M-V functional and the def2-TZVPD basis.

The geometry in XYZ format:
```
41
C18H15FN4O3 (the ωB97M-V functional and the def2-TZVPD basis)
C 4.40 -1.62 0.15
C -0.08 -2.68 0.02
H 5.30 1.29 1.20
C -1.62 -0.94 -0.76
C 4.63 0.54 0.82
C 2.26 -2.63 -0.68
H -2.93 2.08 1.31
H 0.92 3.59 -1.38
C -2.98 1.02 -1.16
C -1.34 -2.10 0.05
C -3.76 -0.68 0.41
O -0.86 -0.52 -1.62
H -4.19 -2.17 1.71
H -2.82 0.89 -2.23
N -2.80 -0.27 -0.50
H -0.80 2.11 -2.39
C 0.07 3.25 -0.81
C -0.90 2.43 -1.36
H 2.66 -2.91 -1.66
N -3.48 -1.86 1.06
F 0.89 4.41 1.07
N 5.17 -0.65 0.61
O -4.77 -0.05 0.62
C 2.49 -0.20 0.07
H 4.88 -2.57 0.00
C -2.09 2.41 0.72
C -2.32 -2.61 1.00
O -2.18 -3.59 1.70
H -1.20 3.55 2.32
H 2.37 -3.49 -0.01
N 0.86 -2.34 -0.83
C -1.98 2.00 -0.60
C -0.06 3.63 0.52
H 1.45 0.00 -0.13
H 0.13 -3.46 0.74
C -1.13 3.23 1.29
H 2.89 1.80 0.74
C 3.05 -1.46 -0.14
H 0.59 -1.58 -1.47
C 3.30 0.81 0.56
H -4.00 1.34 -0.96
```

Results
HOMO energy (Ha): -0.3348
Max |F| (eV/A): 0.58
Total charge: 0
Structure (SMILES): O=C1NC(=O)N(Cc2ccc(F)cc2)C(=O)/C1=C\NCc1cccnc1
Frontier orbital gap (eV): 9.245

Atom charges from the Mulliken analysis, given in e for atoms 1 to 4: C -0.642; C -0.109; H 0.358; C 1.057